No. 1
Entry from OMol25: a 2-piece molecular cluster, C4H12 overall at a distorted geometry (the ωB97M-V functional and the def2-TZVPD basis).

Last column: natural (NBO) charge in e.
Geometry (Å):
C 1.508 -0.531 -2.124  -0.6123
C -1.122 0.613 2.771  -0.6174
C -0.583 1.349 1.557  -0.6219
C 0.174 -1.328 -2.153  -0.6310
H 0.383 -2.198 -2.764  0.2120
H 0.277 1.947 1.849  0.2097
H -1.266 1.779 0.826  0.2150
H -1.409 1.188 3.651  0.2055
H -0.541 -0.759 -2.785  0.1989
H -1.904 -0.109 2.518  0.2043
H 1.600 -0.127 -1.114  0.2038
H -0.433 -1.321 -1.251  0.2184
H -0.077 0.599 0.941  0.2001
H 1.560 0.291 -2.821  0.2060
H 2.240 -1.307 -2.352  0.2041
H -0.406 -0.086 3.252  0.2049

The energy comes out at -159.5529 a.u. The SMILES is CC.CC. For the LUMO energy, the calculation gives 1.07 eV. As for the relative energy (zero: lowest compared OMol25 entry of this formula, charge and spin): 20.1 kcal per mole. The total charge is 0. The HOMO energy is -11.384 eV.


No. 2
Entry from OMol25: a 2-piece molecular cluster, C4H12 overall at a distorted geometry (the ωB97M-V functional and the def2-TZVPD basis).

Last column: natural (NBO) charge in e.
Geometry (Å):
C -2.352 -0.579 -1.647  -0.6169
C -0.920 -0.387 -1.846  -0.5195
C 1.089 0.237 1.278  -0.5815
C 2.188 0.697 2.210  -0.6120
H 0.092 0.053 1.696  0.2246
H -2.827 -0.628 -2.641  0.3353
H 1.737 1.312 2.984  0.2341
H -2.860 0.352 -1.256  0.3567
H 2.951 1.261 1.673  0.2388
H 1.248 -0.689 0.706  0.2034
H 0.813 0.965 0.484  0.2219
H -2.599 -1.356 -0.931  0.2678
H -0.572 0.232 -2.668  0.2662
H -0.352 0.034 -0.903  0.3940
H 2.719 -0.151 2.641  0.2454
H -0.353 -1.355 -1.779  0.3416

The energy comes out at -159.1567 a.u. As for the spin multiplicity: 2. For the LUMO energy (alpha / beta), the calculation gives -3.20 / -11.13 eV. As for the relative energy (zero: lowest compared OMol25 entry of this formula, charge and spin): 8.3 kcal per mole. The total charge is +1. The HOMO energy (alpha / beta) is -15.829 / -15.332 eV.


No. 3
Entry from OMol25: a 2-piece molecular cluster, C4H12 overall at a distorted geometry (the ωB97M-V functional and the def2-TZVPD basis).

Last column: natural (NBO) charge in e.
Geometry (Å):
C 1.603 -0.893 -0.616  -0.5967
C -2.386 -0.356 0.123  -0.6115
C -1.639 0.905 0.459  -0.5412
C 2.426 0.250 0.004  -0.5760
H 2.921 0.911 -0.697  0.2581
H -0.504 1.090 0.234  0.2941
H -3.464 -0.497 0.435  0.2867
H 1.770 0.950 0.607  0.2428
H -2.037 1.807 -0.094  0.4131
H 3.145 -0.156 0.715  0.2412
H 0.967 -1.351 0.077  0.2305
H 0.991 -0.598 -1.444  0.2114
H -1.779 -1.139 0.548  0.3449
H -1.746 1.384 1.426  0.2715
H -2.432 -0.584 -0.911  0.2702
H 2.163 -1.723 -0.865  0.2610

The energy comes out at -159.1295 a.u. As for the spin multiplicity: 2. For the LUMO energy (alpha / beta), the calculation gives -3.03 / -11.70 eV. As for the relative energy (zero: lowest compared OMol25 entry of this formula, charge and spin): 25.3 kcal per mole. The total charge is +1. The HOMO energy (alpha / beta) is -16.523 / -15.460 eV.


No. 4
Entry from OMol25: a 2-piece molecular cluster, C4H12 overall at a distorted geometry (the ωB97M-V functional and the def2-TZVPD basis).

Last column: natural (NBO) charge in e.
Geometry (Å):
C 1.827 0.057 -0.059  -0.5305
C -1.612 -0.075 -0.604  -0.5886
C 2.856 0.324 1.012  -0.5442
C -3.082 -0.328 -0.462  -0.6064
H -1.018 -0.961 -0.785  0.2075
H -1.429 0.763 -1.286  0.2474
H 2.523 -0.296 -0.878  0.3830
H 1.167 -0.809 0.097  0.2972
H -3.424 -1.002 -1.255  0.2486
H 1.257 0.951 -0.276  0.2534
H 3.488 1.208 0.883  0.2954
H -3.640 0.600 -0.358  0.2344
H 3.447 -0.552 1.249  0.2536
H -3.331 -0.868 0.473  0.2493
H 2.209 0.620 1.893  0.3676
H -1.236 0.369 0.355  0.2323

The energy comes out at -159.1520 a.u. As for the spin multiplicity: 2. For the LUMO energy (alpha / beta), the calculation gives -3.15 / -11.43 eV. As for the relative energy (zero: lowest compared OMol25 entry of this formula, charge and spin): 11.2 kcal per mole. The total charge is +1. The HOMO energy (alpha / beta) is -15.634 / -14.690 eV.


No. 5
Entry from OMol25: a 2-piece molecular cluster, C4H12 overall at a distorted geometry (the ωB97M-V functional and the def2-TZVPD basis).

Last column: natural (NBO) charge in e.
Geometry (Å):
C 1.936 0.958 -0.074  -0.5859
C -2.074 -1.467 0.152  -0.6167
C 1.926 1.336 -1.491  -0.5471
C -1.861 -0.752 1.455  -0.6226
H 1.014 0.350 0.231  0.4022
H -1.671 -0.973 -0.737  0.1892
H -1.429 -2.391 0.169  0.2064
H 1.597 0.545 -2.172  0.2904
H 2.744 0.260 0.199  0.3709
H -1.789 0.334 1.329  0.2021
H 2.907 1.702 -1.904  0.4318
H 1.442 2.286 -1.719  0.3405
H -0.909 -1.112 1.929  0.1951
H 1.910 1.878 0.524  0.2701
H -3.072 -1.854 -0.013  0.2315
H -2.669 -1.099 2.122  0.2422

The energy comes out at -159.1392 a.u. As for the spin multiplicity: 2. For the LUMO energy (alpha / beta), the calculation gives -3.53 / -11.85 eV. As for the relative energy (zero: lowest compared OMol25 entry of this formula, charge and spin): 19.2 kcal per mole. The total charge is +1. The HOMO energy (alpha / beta) is -14.453 / -14.436 eV.


No. 6
Entry from OMol25: C4H12AlFO2 as an isolated structure at a distorted geometry (the ωB97M-V functional and the def2-TZVPD basis).

Last column: natural (NBO) charge in e.
Geometry (Å):
Al -1.954 1.374 -0.917  1.4498
F -4.743 2.382 -0.902  -0.2314
O -0.594 -1.131 -1.730  -0.6799
O 0.352 2.073 0.858  -0.5932
C -0.346 -2.535 -1.806  -0.0887
C -1.462 -3.350 -1.152  -0.6391
C 1.870 2.313 2.511  -0.6502
C 1.657 2.505 1.081  -0.0805
H 1.904 1.249 2.743  0.2382
H -1.717 -2.880 -0.203  0.2247
H 1.692 3.552 0.781  0.2394
H 0.103 1.293 1.359  0.5007
H 2.317 1.974 0.395  0.2386
H -1.237 -4.407 -1.008  0.2729
H 2.886 2.568 2.811  0.3056
H -0.118 -2.857 -2.821  0.2595
H 0.121 -0.750 -2.245  0.5005
H 0.492 -2.752 -1.143  0.2260
H 1.128 2.765 3.170  0.2579
H -2.350 -3.385 -1.783  0.2492

The energy comes out at -651.3571 a.u. For the LUMO energy, the calculation gives -15.43 eV. As for the relative energy (zero: lowest compared OMol25 entry of this formula, charge and spin): 120.0 kcal per mole. The total charge is +2. The HOMO energy is -18.264 eV.